14 unconnected molecules or ions with the total composition C4H37N2O13 at a distorted geometry, computed with wB97M-V/def2-TZVPD.

The total charge is +1. The value obtained for the lowest unoccupied orbital energy is -0.0824 Eh. The calculation puts the relative energy (zero: lowest compared OMol25 entry of this formula, charge and spin) at 0.0 kJ/mol. As for the spin multiplicity: 1.

Last column: natural (NBO) charge in e.
Positions of all 56 atoms, in Å:
C: -1.502 2.756 1.078  -0.627
C: -0.856 1.558 1.792  -0.423
C: -0.506 0.423 0.838  -0.262
N: -1.108 0.445 -2.011  -0.764
C: 0.008 0.902 -1.503  0.393
N: 0.373 0.901 -0.245  -0.540
H: -2.073 2.414 0.228  0.202
H: -2.160 3.235 1.815  0.231
H: -0.758 3.520 0.847  0.219
H: -1.346 1.289 2.744  0.236
H: 0.082 1.896 2.288  0.204
H: -1.456 0.137 0.389  0.224
H: 0.049 -0.370 1.381  0.217
H: -1.396 0.776 -2.937  0.449
H: -1.632 -0.323 -1.597  0.443
H: 0.779 1.343 -2.153  0.226
H: 1.366 1.028 0.002  0.472
H: -0.484 1.721 -5.085  0.481
H: -1.900 1.749 -4.416  0.496
O: -1.229 1.169 -4.830  -0.970
H: -2.121 -1.386 1.485  0.499
H: -3.444 -1.356 2.296  0.489
O: -2.487 -1.376 2.391  -0.985
H: -1.669 3.428 -2.815  0.494
H: -3.226 3.553 -3.269  0.510
O: -2.426 3.025 -3.240  -0.981
H: 0.511 -3.359 -2.388  0.500
H: -0.198 -4.720 -2.093  0.476
O: 0.087 -4.127 -2.795  -0.960
H: 1.491 -0.385 4.894  0.523
H: 1.546 1.073 4.212  0.487
O: 1.998 0.420 4.750  -0.954
H: 1.017 -1.579 -0.278  0.506
H: -0.138 -2.317 0.184  0.476
O: 0.318 -2.147 -0.652  -0.990
H: 3.060 1.254 1.604  0.504
H: 3.140 2.662 0.945  0.493
O: 2.588 1.878 1.014  -1.001
H: 4.034 0.228 -2.003  0.481
H: 4.292 1.387 -2.973  0.479
O: 3.595 0.928 -2.496  -0.958
H: -0.762 -1.911 4.685  0.488
H: -1.053 -0.911 3.504  0.505
O: -0.368 -1.240 4.115  -1.002
H: -2.065 -2.374 -3.770  0.484
H: -1.782 -3.451 -2.849  0.493
O: -2.398 -2.699 -2.917  -0.982
H: 4.453 -0.263 2.925  0.505
H: 3.065 0.228 3.487  0.517
O: 3.595 0.072 2.647  -1.013
H: 2.917 -0.967 1.389  0.505
H: 2.937 -2.415 0.759  0.488
O: 2.761 -1.484 0.578  -1.000
H: -3.302 -2.173 -0.538  0.504
H: -1.808 -2.213 -1.037  0.519
O: -2.412 -1.854 -0.376  -1.005

=====

2 unconnected molecules or ions with the total composition C20H37N2O3 at a distorted geometry, computed with wB97M-V/def2-TZVPD.

The total charge is +1. The value obtained for the lowest unoccupied orbital energy is -0.0880 Eh. The calculation puts the relative energy (zero: lowest compared OMol25 entry of this formula, charge and spin) at 1671.1 kJ/mol. As for the spin multiplicity: 1.

Last column: natural (NBO) charge in e.
Positions of all 62 atoms, in Å:
C: -6.662 -1.718 1.610  -0.544
C: -6.036 -0.842 0.397  -0.359
C: -4.773 0.019 0.788  -0.354
C: -4.362 0.805 -0.325  -0.457
C: -3.157 1.450 -0.022  -0.368
C: -2.748 2.473 -0.924  -0.365
H: -2.512 1.853 -1.693  0.180
H: -3.518 3.262 -1.377  0.213
C: -1.537 3.419 -0.624  -0.478
C: -0.287 2.474 -0.170  0.811
O: 0.178 2.671 0.919  -0.591
O: -0.045 1.826 -1.298  -0.512
C: 1.098 0.605 -1.013  0.032
C: 0.979 -0.297 -1.860  -0.333
N: 0.683 -1.653 -1.361  -0.405
C: 1.533 -2.313 -0.373  0.720
O: 2.761 -2.004 -0.191  -0.691
C: 0.997 -3.654 0.023  -0.495
H: 1.576 -4.275 -0.747  0.263
C: -0.499 -3.399 -0.183  -0.366
H: -1.010 -3.120 0.523  0.201
H: -1.055 -4.278 -0.467  0.231
C: -0.566 -2.242 -1.319  -0.220
H: -0.695 -2.730 -2.208  0.191
H: -1.406 -1.510 -1.462  0.207
H: 1.376 -3.799 0.966  0.251
H: 1.890 -0.664 -2.484  0.263
H: 0.174 -0.011 -2.614  0.306
C: 2.378 1.432 -0.819  -0.160
N: 3.482 0.656 -0.088  -0.455
C: 3.433 1.159 1.231  -0.247
C: 4.250 0.042 1.938  -0.373
C: 5.750 0.160 1.578  -0.425
C: 5.713 -0.290 0.036  -0.394
C: 4.794 0.748 -0.675  -0.258
H: 4.864 0.790 -1.709  0.242
H: 5.196 1.849 -0.710  0.225
H: 6.746 -0.054 -0.070  0.253
H: 5.370 -1.137 -0.108  0.198
H: 6.211 -0.488 2.174  0.223
H: 6.227 1.028 1.915  0.228
H: 4.101 0.396 3.361  0.187
H: 3.789 -0.985 1.972  0.253
H: 2.342 0.897 1.663  0.239
H: 3.703 2.127 1.319  0.230
H: 3.342 -0.414 -0.240  0.515
H: 2.869 1.463 -1.924  0.198
H: 2.500 2.323 -0.461  0.222
H: 0.921 0.508 0.016  0.248
H: -1.305 4.112 -1.297  0.221
H: -1.711 4.051 0.291  0.216
H: -2.359 0.976 0.356  0.199
H: -3.235 2.277 0.919  0.160
H: -5.140 1.453 -0.482  0.229
H: -4.064 0.168 -1.064  0.200
H: -5.112 0.628 1.907  0.201
H: -4.176 -0.848 1.026  0.196
H: -7.043 -0.110 0.170  0.170
H: -5.941 -1.351 -0.454  0.183
H: -5.819 -2.467 2.106  0.168
H: -6.895 -1.191 2.311  0.168
H: -7.559 -2.254 1.300  0.214

=====

A single H4N3O3PS molecule at a distorted geometry, computed with wB97M-V/def2-TZVPD.

The total charge is 0. The value obtained for the lowest unoccupied orbital energy is 0.0075 Eh. The calculation puts the relative energy (zero: lowest compared OMol25 entry of this formula, charge and spin) at 172.3 kJ/mol. As for the spin multiplicity: 1.

Last column: natural (NBO) charge in e.
Positions of all 12 atoms, in Å:
N: -0.102 -2.710 -0.117  -1.209
N: 2.033 1.561 -0.123  -1.102
N: -1.067 0.002 0.167  -1.092
O: 1.258 -0.732 -1.065  -0.943
O: 3.588 -0.457 0.043  -0.861
O: 1.368 -0.594 1.114  -0.944
P: 0.195 -1.209 0.036  2.217
S: 2.280 0.072 0.034  2.388
H: -1.009 -2.943 0.473  0.397
H: 2.843 1.976 -0.306  0.379
H: -0.711 0.937 0.222  0.406
H: -1.174 -0.111 1.130  0.365

=====

5 unconnected molecules or ions with the total composition C35H61FIN4O9 at a distorted geometry, computed with wB97M-V/def2-TZVPD.

The total charge is +1. The value obtained for the lowest unoccupied orbital energy is -0.1050 Eh. The calculation puts the relative energy (zero: lowest compared OMol25 entry of this formula, charge and spin) at 480.7 kJ/mol. As for the spin multiplicity: 1.

Last column: Mulliken charge in e.
Positions of all 111 atoms, in Å:
C: 3.100 3.048 0.193  -0.879
C: 2.890 2.988 -1.399  -0.539
C: 1.361 3.076 -1.886  -0.101
F: 0.410 3.220 -0.783  -0.370
C: 0.901 1.792 -2.793  0.315
C: -0.085 2.416 -3.933  -0.959
C: -1.565 2.335 -3.305  -0.580
N: -1.922 0.886 -3.247  -0.382
C: -0.886 0.113 -2.501  0.097
N: -1.036 -1.208 -2.503  0.389
C: -2.166 -1.961 -3.168  -0.603
C: -2.496 -3.338 -2.361  -0.220
C: -3.952 -3.803 -2.930  -1.140
I: -2.853 -2.929 -0.214  0.223
N: 0.158 0.887 -1.877  0.479
C: 0.988 0.163 -0.899  -1.104
C: 2.244 -0.643 -1.494  0.456
C: 2.438 -2.109 -0.897  -0.179
O: 1.533 -2.986 -0.886  -0.489
N: 3.773 -2.521 -0.355  -0.341
C: 4.686 -2.707 -1.530  0.527
C: 4.258 -3.487 -2.807  -0.417
C: 5.218 -3.634 -4.042  -0.246
C: 6.642 -3.023 -4.071  -0.519
C: 7.102 -2.268 -2.775  -0.342
C: 6.147 -2.117 -1.543  -0.493
H: 3.173 1.966 0.572  0.176
H: 4.126 3.525 0.439  0.392
H: 2.327 3.678 0.753  0.179
H: 3.380 2.064 -1.855  0.159
H: 3.447 3.897 -1.841  0.445
H: 1.262 4.063 -2.479  0.407
H: 1.767 1.321 -3.367  0.453
H: 0.223 3.462 -4.262  0.469
H: 0.029 1.733 -4.856  0.286
H: -1.658 2.888 -2.308  0.291
H: -2.262 2.840 -4.075  0.397
H: -2.811 0.768 -2.737  0.308
H: -0.332 -1.799 -2.032  -0.039
H: -3.146 -1.384 -3.190  0.367
H: -1.766 -2.235 -4.215  -0.047
H: -1.708 -4.145 -2.519  0.500
H: -4.343 -4.715 -2.365  0.364
H: -4.727 -2.960 -2.750  0.385
H: -3.928 -3.957 -4.065  0.312
H: 1.396 0.883 -0.100  -0.208
H: 0.350 -0.606 -0.318  0.709
H: 3.235 -0.067 -1.336  0.218
H: 2.153 -0.743 -2.645  0.064
H: 4.211 -1.735 0.163  0.407
H: 3.210 -3.951 -2.871  0.357
H: 4.877 -4.218 -4.967  0.321
H: 7.341 -3.101 -4.975  0.350
H: 8.166 -1.842 -2.776  0.313
H: 6.573 -1.531 -0.647  0.214
O: 2.270 6.291 4.100  -0.598
C: 1.331 5.551 4.291  0.714
O: 1.484 4.219 4.146  -0.405
C: 0.497 3.245 4.516  -0.420
C: -0.515 3.048 3.405  -0.554
C: -0.033 6.098 4.599  -0.468
H: 0.031 3.501 5.470  0.301
H: 1.037 2.309 4.677  0.345
H: -1.069 3.966 3.199  0.245
H: -1.230 2.265 3.670  0.359
H: -0.012 2.767 2.476  -0.017
H: -0.523 6.385 3.666  0.280
H: 0.084 6.980 5.230  0.330
H: -0.669 5.412 5.151  -0.102
O: 3.869 -5.027 -7.613  -0.542
C: 2.786 -4.489 -7.636  0.842
O: 2.337 -3.838 -6.544  -0.350
C: 1.159 -3.020 -6.515  -0.262
C: -0.080 -3.861 -6.279  -0.824
C: 1.892 -4.610 -8.837  -1.137
H: 1.086 -2.404 -7.414  0.354
H: 1.288 -2.330 -5.677  0.145
H: -0.240 -4.578 -7.086  0.354
H: -0.967 -3.226 -6.201  0.232
H: 0.022 -4.440 -5.357  0.251
H: 1.355 -5.559 -8.789  0.270
H: 2.515 -4.594 -9.734  0.337
H: 1.183 -3.793 -8.944  0.331
O: -3.078 -1.184 3.546  -0.590
C: -2.900 -2.302 3.982  0.721
O: -3.492 -2.679 5.128  -0.365
C: -3.493 -4.023 5.636  -0.368
C: -2.231 -4.306 6.425  -0.930
C: -1.953 -3.248 3.302  -0.184
H: -3.660 -4.745 4.833  0.347
H: -4.356 -4.097 6.301  0.304
H: -1.339 -4.228 5.800  0.269
H: -2.264 -5.310 6.855  0.353
H: -2.116 -3.580 7.233  0.301
H: -0.932 -3.024 3.620  0.246
H: -2.034 -3.098 2.222  -0.547
H: -2.170 -4.297 3.483  0.308
O: -1.955 6.696 6.870  -0.558
C: -2.890 5.950 7.058  0.851
O: -2.729 4.620 6.911  -0.380
C: -3.712 3.640 7.278  -0.418
C: -4.722 3.440 6.166  -0.957
C: -4.256 6.491 7.366  -1.093
H: -4.180 3.891 8.232  0.360
H: -3.167 2.706 7.439  0.326
H: -5.280 4.355 5.960  0.284
H: -5.432 2.653 6.428  0.378
H: -4.216 3.163 5.237  0.261
H: -4.747 6.778 6.434  0.259
H: -4.142 7.375 7.999  0.327
H: -4.891 5.801 7.917  0.352

=====

Molar mass readings, ordered: 321.34, 353.53, 157.09, 827.79 g/mol
Calculated total energy readings, ordered: -34342.28755, -30442.28343, -30800.49785, -72477.62298 eV
Highest occupied orbital energy readings, ordered: -13.3392, -12.1446, -10.7557, -10.4303 eV